A cluster of 8 separate species, C29H63ClF3N7O11PS in total at a distorted geometry, computed with the ωB97M-V functional and the def2-TZVPD basis.

XYZ file:
```
116
Properties=species:S:1:pos:R:3:forces:R:3:mulliken_charge:R:1
C 4.8632 -6.9991 -2.6851 0.4 -1.2 0.2 -1.029
C 5.5513 -6.6953 -1.2741 0.5 0.3 -0.3 -0.693
P 5.8389 -4.8214 -0.9624 -2.2 -1.8 0.9 0.339
C 6.2155 -4.6748 0.8638 0.6 -0.4 0.9 -0.752
C 7.3459 -3.6487 1.3132 0.0 0.0 1.5 -1.074
C 7.0107 -2.1015 1.1265 2.4 -0.4 -0.3 -0.511
S 5.5894 -1.4821 2.1215 -5.9 2.0 0.7 1.238
O 4.8353 -2.5388 2.8743 2.9 1.4 -1.6 -0.655
O 4.6445 -0.6496 1.2825 3.6 -2.6 1.6 -0.570
O 6.1635 -0.4042 3.2960 -0.3 -2.2 -1.2 -0.472
C 4.1385 -4.0476 -1.2734 -0.8 0.7 -0.2 -0.761
C 4.1288 -2.4649 -1.3498 1.3 2.7 -0.7 0.310
O 5.0488 -1.7268 -1.7100 -2.7 -3.3 1.3 -0.411
Cl 2.5316 -1.6653 -0.8974 1.6 -1.4 -0.5 -0.037
C 7.1772 -4.3127 -2.1789 2.7 1.0 -3.9 0.838
F 8.2501 -3.5784 -1.6755 -2.5 -1.6 -0.6 -0.203
F 7.7369 -5.4924 -2.7607 -1.3 2.5 1.7 -0.238
F 6.6738 -3.5809 -3.2899 0.8 -1.8 3.0 -0.199
H 4.6558 -8.1335 -2.7051 0.3 1.8 0.1 0.364
H 3.8572 -6.4983 -2.8499 1.5 -0.5 0.2 0.292
H 5.6167 -6.8200 -3.5267 -1.3 0.1 1.1 0.312
H 4.9783 -7.0680 -0.3636 0.5 0.6 -1.2 0.490
H 6.5940 -7.1741 -1.2280 -1.5 0.7 -0.1 0.406
H 6.5690 -5.7167 1.2173 -0.5 1.5 -0.9 0.532
H 5.2022 -4.5295 1.3990 1.5 0.2 -0.9 0.509
H 8.3642 -3.9196 0.8475 -1.7 0.7 0.4 0.396
H 7.5061 -3.8151 2.4443 -0.4 0.1 -1.7 0.445
H 6.9499 -1.8825 0.0088 -0.7 0.2 1.6 0.322
H 7.9378 -1.5218 1.4978 -1.6 -0.7 -0.5 0.543
H 5.7591 -0.7133 4.1467 0.4 0.1 -0.8 0.336
H 3.6402 -4.4337 -2.2383 1.1 0.6 1.3 0.417
H 3.4456 -4.3900 -0.4189 1.2 0.5 -1.1 0.530
C 7.0873 4.1804 0.8989 -0.2 -0.2 0.1 0.093
O 8.2167 3.8614 0.5807 -0.3 -0.2 0.1 -0.573
N 6.0781 3.3113 1.1905 0.4 0.6 -0.1 0.170
C 4.7545 3.7665 1.5630 0.1 -0.3 -0.1 -0.898
C 6.3385 1.8872 1.1255 0.2 0.3 -0.1 -0.931
H 6.7846 5.2369 0.9782 -0.1 0.0 0.0 0.272
H 4.5156 3.3902 2.5612 -0.2 0.1 0.0 0.296
H 4.0284 3.3796 0.8433 -0.1 0.1 0.1 0.309
H 4.7041 4.8562 1.5705 0.1 -0.1 0.0 0.316
H 7.1437 1.6390 1.8223 0.0 -0.1 -0.1 0.290
H 6.6586 1.6286 0.1122 0.0 -0.1 0.1 0.284
H 5.4456 1.3235 1.3817 0.1 0.3 -0.1 0.354
C -2.1646 -2.2123 0.3214 0.3 0.4 0.3 0.055
O -2.0695 -3.3882 0.6292 0.2 0.1 0.1 -0.631
N -1.5471 -1.1808 0.9591 -0.3 -0.5 -0.5 0.333
C -1.7087 0.1969 0.5315 0.1 -0.5 0.3 -0.709
C -0.7016 -1.4677 2.1010 -0.2 -0.4 -0.1 -0.849
H -2.7819 -1.8854 -0.5308 0.0 0.1 0.0 0.311
H -0.7298 0.6047 0.2679 -0.2 0.2 -0.1 0.301
H -2.1370 0.7756 1.3529 0.0 0.1 -0.2 0.312
H -2.3665 0.2631 -0.3323 0.2 -0.1 0.2 0.043
H 0.1039 -2.1389 1.7890 0.0 0.0 0.2 0.308
H -1.2961 -1.9664 2.8692 0.2 0.1 0.1 0.257
H -0.2777 -0.5484 2.5051 -0.2 0.0 -0.1 0.256
C -3.6037 2.9787 -0.5798 -0.5 0.0 -0.4 0.079
O -2.5384 2.3939 -0.6787 -0.3 0.4 -0.3 -0.579
N -4.6862 2.7795 -1.3787 0.6 0.3 0.7 0.235
C -5.9196 3.5153 -1.1969 0.1 -0.2 -0.2 -0.690
C -4.6028 1.8000 -2.4463 0.3 0.0 0.1 -0.662
H -3.7744 3.7423 0.1961 -0.1 0.0 0.0 0.288
H -6.7297 2.8094 -0.9962 -0.1 0.2 0.0 0.356
H -6.1386 4.0735 -2.1105 -0.1 0.0 0.1 0.070
H -5.8389 4.2133 -0.3623 0.1 -0.1 -0.1 0.293
H -4.3788 0.8208 -2.0161 0.0 0.0 -0.2 0.317
H -3.7939 2.0789 -3.1229 -0.2 -0.2 0.0 -0.014
H -5.5417 1.7520 -2.9979 0.1 0.1 0.1 0.394
C -1.2317 -0.4962 6.2281 0.2 0.4 0.0 0.081
O -1.7373 -0.8542 5.1803 0.2 0.2 0.1 -0.551
N -0.4506 0.6085 6.3872 -0.4 -0.7 0.1 0.149
C 0.1167 0.9702 7.6704 0.0 0.1 -0.2 -0.920
C -0.1785 1.4485 5.2367 -0.2 -0.2 -0.1 -0.830
H -1.3748 -1.0621 7.1627 0.1 0.1 0.1 0.291
H -0.2449 1.9619 7.9534 0.1 -0.1 0.2 0.335
H 1.2064 0.9888 7.5862 0.0 0.1 0.2 0.318
H -0.1698 0.2524 8.4403 0.0 0.0 -0.1 0.301
H -1.1230 1.8209 4.8329 0.1 0.0 -0.1 0.291
H 0.3201 0.8531 4.4678 0.0 0.2 -0.1 0.171
H 0.4564 2.2889 5.5186 -0.1 -0.1 0.1 0.378
C -3.2983 0.4645 -6.6491 0.2 0.5 0.0 0.067
O -4.0690 0.1710 -5.7538 0.1 0.2 0.0 -0.546
N -2.7486 1.6958 -6.8409 -0.1 -0.8 -0.1 0.189
C -1.8367 1.9687 -7.9322 -0.1 0.1 0.2 -0.933
C -3.0881 2.7671 -5.9227 -0.2 -0.3 0.0 -0.868
H -2.9755 -0.2745 -7.4004 0.1 0.0 -0.1 0.258
H -0.8798 2.3024 -7.5224 0.0 0.0 -0.2 0.320
H -2.2591 2.7562 -8.5617 0.2 0.0 -0.1 0.318
H -1.6741 1.0760 -8.5379 -0.1 0.0 0.1 0.309
H -2.7969 2.4752 -4.9116 -0.1 0.2 0.0 0.134
H -4.1671 2.9266 -5.9442 0.2 0.1 0.2 0.251
H -2.5754 3.6881 -6.2006 -0.1 -0.1 0.0 0.410
C -6.0134 5.1313 -4.8238 -0.1 0.5 -0.3 0.128
O -4.8407 4.8777 -4.6138 -0.1 0.2 0.0 -0.606
N -6.4709 6.1854 -5.5535 0.0 -0.7 0.5 0.110
C -7.8857 6.4212 -5.7595 0.2 0.1 -0.1 -0.926
C -5.5126 7.1009 -6.1429 0.2 -0.2 0.1 -0.933
H -6.8231 4.5003 -4.4225 -0.1 0.0 0.0 0.313
H -8.0983 6.4005 -6.8313 -0.2 0.0 0.1 0.346
H -8.1465 7.4021 -5.3541 -0.2 -0.1 -0.1 0.345
H -8.4854 5.6580 -5.2616 0.1 0.0 0.0 0.295
H -4.8567 6.5473 -6.8191 0.0 0.2 0.0 0.277
H -4.9046 7.5433 -5.3501 0.1 0.0 -0.2 0.296
H -6.0261 7.8891 -6.6941 0.0 -0.1 0.1 0.379
C -6.1917 -4.4797 6.1490 0.1 0.4 0.1 0.120
O -7.0768 -4.7723 6.9302 0.1 0.2 0.0 -0.582
N -5.5974 -3.2569 6.0555 -0.2 -0.7 -0.1 0.137
C -4.5458 -2.9838 5.0962 -0.1 0.1 0.3 -0.809
C -6.0305 -2.1960 6.9433 -0.2 -0.2 0.1 -0.962
H -5.7889 -5.2116 5.4303 0.1 0.1 -0.1 0.269
H -3.6446 -2.6784 5.6331 0.1 0.1 -0.3 0.259
H -4.8689 -2.1755 4.4352 0.2 0.0 -0.1 0.304
H -4.3232 -3.8681 4.4972 -0.1 0.0 0.1 0.284
H -5.8788 -2.5103 7.9789 -0.1 0.2 0.0 0.304
H -7.0959 -2.0098 6.7871 0.1 0.1 0.2 0.311
H -5.4665 -1.2826 6.7508 0.0 -0.2 -0.1 0.348
```
Forces are in eV/Å.

Values from the calculation:
HOMO-LUMO gap   6.218 eV
Total charge   +1
HOMO energy   -0.364 hartree